# C16H19ClF7N2O2S

2 unconnected molecules or ions with the total composition C16H19ClF7N2O2S at a distorted geometry (ωB97M-V with the def2-TZVPD basis set, OMol25).

```
! wB97M-V def2-TZVPD RIJCOSX def2/J DEFGRID3
* xyz 1 1
Cl 4.90070 -0.31264 4.41517
C 4.77684 -0.42876 2.63559
N 3.38419 -0.27144 2.16644
C 2.45426 -1.37980 2.70501
C 1.06674 -1.18674 2.15230
N 1.09807 -0.02888 1.25876
F -1.22919 0.40224 -0.20555
C 2.00466 -0.23542 0.10896
C 3.39991 -0.38623 0.64170
C 1.40238 1.22538 1.96443
C 2.79781 1.11384 2.51966
H 5.39039 0.36455 2.20022
H 5.14455 -1.41333 2.33427
H 2.87284 -2.33161 2.37645
H 2.47430 -1.32894 3.79125
H 0.72761 -2.04504 1.54613
H 0.33307 -0.96358 2.94630
H 1.66478 -1.14663 -0.40468
H 1.91577 0.65355 -0.53260
H 4.06644 0.39201 0.27514
H 3.82100 -1.36154 0.40639
H 1.32439 2.03447 1.21760
H 0.64690 1.34176 2.75945
H 2.82280 1.21367 3.60329
H 3.46083 1.85876 2.07616
F -3.88626 -1.84420 2.93737
C -3.49114 -0.81271 2.17599
F -4.49680 0.09096 2.08513
F -2.43623 -0.21295 2.77625
S -3.04672 -1.43357 0.44674
C -2.55354 0.20251 -0.31115
C -2.80499 0.40206 -1.77266
C -2.59106 -0.67968 -2.63071
C -2.42464 -0.40690 -3.97925
C -2.36250 0.89629 -4.40728
C -2.25126 1.16358 -5.88234
F -2.78137 2.37414 -6.22907
F -0.94363 1.15909 -6.29638
F -2.90917 0.21563 -6.61534
C -2.44192 1.98199 -3.55120
C -2.61071 1.74032 -2.19132
O -1.86678 -2.24271 0.64188
O -4.22817 -1.91300 -0.21674
H -3.07808 0.93337 0.30254
H -2.38082 -1.66073 -2.23212
H -2.34898 -1.24613 -4.65809
H -2.37618 3.00423 -3.89868
H -2.41111 2.50875 -1.45142
*
```

## Properties
LUMO   -2.57 eV
Calculated total energy   -66347.494 eV
E_HOMO   -0.4511 Eh

Löwdin population analysis, charges in e, atoms 1 to 8: 0.680, -0.489, -0.260, -0.067, -0.135, -0.177, 0.029, -0.121